# 1
56
Properties=species:S:1:pos:R:3 method="wB97M-V/def2-TZVPD" e_tot_ev=-26397.0644 e_lumo_ev=0.4 max_force_ev_per_a=0.76 orbital_gap_ev=9.0947 relative_energy_kj_mol=5.9 smiles="COC(C)(C)CCC[C@H](C)C/C=C/C(C)=C/C(=O)OC(C)C"
C -7.42 -1.22 0.39
O -6.29 -0.62 -0.17
C -5.97 0.72 0.23
C -5.72 0.81 1.74
C -7.08 1.70 -0.17
C -4.69 1.06 -0.56
C -3.51 0.14 -0.24
C -2.35 0.40 -1.21
C -1.11 -0.47 -0.98
C -1.42 -1.95 -1.14
C -0.47 -0.18 0.39
C 0.87 -0.81 0.51
C 2.02 -0.14 0.38
C 3.35 -0.72 0.46
C 3.48 -2.18 0.73
C 4.41 0.10 0.28
C 5.83 -0.26 0.31
O 6.32 -1.35 0.51
O 6.58 0.83 0.07
C 8.00 0.67 0.05
C 8.61 2.02 0.41
C 8.45 0.18 -1.32
H -7.35 -1.30 1.48
H -7.47 -2.22 -0.03
H -8.35 -0.69 0.14
H -5.21 1.75 1.97
H -6.66 0.80 2.29
H -5.11 -0.02 2.08
H -6.74 2.72 -0.01
H -7.32 1.58 -1.23
H -7.98 1.55 0.42
H -4.42 2.10 -0.37
H -4.94 0.96 -1.62
H -3.18 0.32 0.78
H -3.85 -0.89 -0.33
H -2.06 1.45 -1.13
H -2.71 0.23 -2.23
H -0.38 -0.19 -1.75
H -2.01 -2.32 -0.31
H -1.98 -2.12 -2.06
H -0.51 -2.53 -1.20
H -1.12 -0.56 1.18
H -0.38 0.91 0.51
H 0.88 -1.87 0.69
H 1.99 0.93 0.20
H 3.01 -2.43 1.68
H 4.53 -2.47 0.76
H 2.98 -2.75 -0.06
H 4.25 1.15 0.09
H 8.26 -0.08 0.81
H 8.24 2.35 1.38
H 8.33 2.76 -0.34
H 9.69 1.94 0.45
H 9.53 0.08 -1.33
H 8.00 -0.78 -1.53
H 8.15 0.89 -2.09

***

# 2
56
Properties=species:S:1:pos:R:3 method="wB97M-V/def2-TZVPD" e_tot_ev=-26397.0471 e_lumo_ev=0.4 max_force_ev_per_a=0.77 orbital_gap_ev=9.0739 relative_energy_kj_mol=7.6 smiles="COC(C)(C)CCC[C@H](C)C/C=C/C(C)=C/C(=O)OC(C)C"
C -5.19 0.92 -1.53
O -3.90 1.44 -1.37
C -3.33 2.15 -2.48
C -3.13 1.24 -3.69
C -4.19 3.36 -2.88
C -1.95 2.60 -1.96
C -2.02 3.54 -0.76
C -0.65 3.73 -0.10
C -0.22 2.55 0.77
C -0.93 2.58 2.12
C 1.31 2.56 0.96
C 1.78 1.37 1.74
C 2.13 0.22 1.17
C 2.54 -0.99 1.86
C 2.64 -0.96 3.35
C 2.81 -2.09 1.12
C 3.22 -3.40 1.61
O 3.42 -3.75 2.75
O 3.36 -4.24 0.56
C 3.75 -5.59 0.84
C 2.52 -6.42 1.19
C 4.46 -6.12 -0.40
H -5.42 0.42 -0.58
H -5.24 0.17 -2.33
H -5.94 1.69 -1.71
H -4.08 0.95 -4.13
H -2.55 1.75 -4.45
H -2.60 0.34 -3.39
H -5.07 3.04 -3.43
H -4.51 3.91 -2.00
H -3.61 4.02 -3.52
H -1.41 1.70 -1.68
H -1.41 3.09 -2.78
H -2.39 4.52 -1.08
H -2.73 3.13 -0.04
H -0.67 4.63 0.52
H 0.09 3.89 -0.89
H -0.49 1.61 0.27
H -2.01 2.63 1.98
H -0.71 1.68 2.70
H -0.62 3.45 2.70
H 1.59 3.48 1.48
H 1.78 2.55 -0.02
H 1.78 1.47 2.81
H 2.11 0.15 0.09
H 2.97 -1.91 3.73
H 1.66 -0.72 3.78
H 3.34 -0.18 3.66
H 2.72 -2.04 0.05
H 4.43 -5.57 1.70
H 2.04 -6.01 2.08
H 1.80 -6.39 0.37
H 2.80 -7.45 1.39
H 3.78 -6.11 -1.25
H 4.80 -7.13 -0.22
H 5.31 -5.49 -0.64

***

# 3
84
Properties=species:S:1:pos:R:3 method="wB97M-V/def2-TZVPD" e_tot_ev=-177470.3014 e_lumo_ev=-0.5 max_force_ev_per_a=4.05 orbital_gap_ev=8.7778 relative_energy_kj_mol=82.9
Cd -0.17 -0.61 0.40
S 1.29 1.19 -0.79
O 0.67 -0.06 -1.32
O 0.61 2.33 -1.41
O 0.94 1.06 0.66
O 2.71 1.30 -1.00
C -2.15 -5.71 0.40
O -1.58 -4.44 0.64
C -1.25 -3.63 -0.33
O -0.76 -2.54 -0.16
O -1.48 -4.12 -1.54
C -1.08 -3.33 -2.65
H -2.33 -6.24 1.33
H -1.54 -6.35 -0.24
H -3.08 -5.58 -0.16
H -1.19 -3.80 -3.63
H -0.03 -3.06 -2.61
H -1.69 -2.43 -2.76
C -4.82 -1.46 -1.58
O -3.67 -1.24 -0.76
C -3.03 -0.09 -0.80
O -2.05 0.13 -0.13
O -3.49 0.74 -1.69
C -2.88 2.01 -1.87
H -4.67 -1.07 -2.58
H -5.72 -1.01 -1.16
H -4.94 -2.54 -1.65
H -3.43 2.60 -2.60
H -1.86 1.91 -2.23
H -2.89 2.56 -0.93
C 0.88 0.84 3.85
O -0.08 -0.07 4.39
C -0.79 -0.80 3.58
O -0.85 -0.60 2.39
O -1.51 -1.70 4.18
C -1.67 -1.72 5.61
H 1.46 1.30 4.66
H 0.36 1.67 3.39
H 1.61 0.35 3.21
H -2.13 -2.66 5.87
H -2.37 -0.93 5.87
H -0.71 -1.57 6.10
C 1.22 -4.30 2.12
O 2.50 -3.74 1.81
C 2.49 -2.46 1.46
O 1.51 -1.79 1.29
O 3.72 -2.02 1.47
C 3.83 -0.62 1.20
H 1.36 -5.19 2.74
H 0.87 -4.65 1.15
H 0.54 -3.67 2.67
H 3.24 -0.05 1.92
H 3.50 -0.38 0.19
H 4.85 -0.26 1.30
C -0.80 4.63 0.07
C -0.94 3.63 1.21
O -2.22 3.91 1.72
C -2.53 5.22 1.40
O -3.49 5.79 1.79
O -1.59 5.72 0.60
F 0.09 3.84 2.08
H -1.04 4.28 -0.93
H 0.23 4.95 -0.05
H -0.87 2.61 0.84
C -0.61 1.41 -4.38
Cl -1.54 -0.08 -4.54
Cl 0.54 1.62 -5.72
H -1.32 2.23 -4.33
H -0.04 1.30 -3.46
C 2.46 -1.20 -3.40
Cl 3.07 -2.21 -2.08
Cl 3.41 -1.34 -4.89
H 1.41 -1.38 -3.58
H 2.56 -0.20 -2.97
C 3.50 3.60 -3.09
Cl 2.88 5.17 -3.63
Cl 4.77 2.96 -4.15
H 3.84 3.58 -2.06
H 2.66 2.91 -3.14
C 3.41 3.01 1.35
Cl 4.05 2.41 2.89
Cl 3.28 4.80 1.44
H 4.12 2.73 0.58
H 2.44 2.57 1.17

***

# 4
83
Properties=species:S:1:pos:R:3 method="wB97M-V/def2-TZVPD" e_tot_ev=-337724.7711 e_lumo_ev=1.7 charge=-1 max_force_ev_per_a=11.45 orbital_gap_ev=6.4928
C -3.23 -0.99 -2.42
C -1.67 -1.58 -2.31
C -0.84 -0.80 -1.09
C -0.64 -1.89 0.12
C 0.07 -1.30 1.48
P -0.88 0.12 2.33
O -0.96 1.56 1.30
C 0.43 1.89 0.91
N 1.53 2.51 0.56
C -2.70 -0.48 2.64
O -3.40 -1.24 1.79
O -3.36 -0.11 3.92
H -3.96 -1.54 -1.69
H -3.29 0.17 -2.16
H -3.59 -1.06 -3.55
H -1.18 -1.36 -3.35
H -1.73 -2.75 -2.08
H -1.50 0.13 -0.81
H 0.21 -0.53 -1.55
H 0.11 -2.72 -0.31
H -1.65 -2.50 0.33
H 1.21 -1.03 1.28
H 0.10 -2.20 2.26
C 4.73 -1.02 1.43
Cl 3.51 0.25 1.60
Cl 3.98 -2.55 0.98
H 5.44 -0.73 0.66
H 5.24 -1.15 2.39
C 2.10 -3.06 -2.87
Cl 0.93 -2.50 -4.07
Cl 1.38 -4.25 -1.78
H 2.95 -3.52 -3.39
H 2.45 -2.21 -2.29
C -2.14 1.67 -5.20
Cl -1.03 0.30 -5.09
Cl -3.00 1.92 -3.67
H -1.57 2.57 -5.44
H -2.87 1.47 -5.99
C 6.26 0.13 -2.11
Cl 6.71 0.31 -0.40
Cl 4.77 -0.81 -2.28
H 6.11 1.12 -2.54
H 7.07 -0.39 -2.63
C -4.96 3.09 4.19
Cl -4.75 3.89 2.63
Cl -6.65 2.60 4.43
H -4.33 2.21 4.23
H -4.68 3.79 4.99
C 3.30 -7.32 -3.18
Cl 4.16 -5.91 -3.80
Cl 4.43 -8.52 -2.53
H 2.62 -7.01 -2.38
H 2.72 -7.78 -3.99
C -3.96 2.90 7.82
Cl -2.43 2.08 7.45
Cl -4.11 4.41 6.91
H -4.79 2.24 7.57
H -3.99 3.13 8.89
C 7.01 -4.24 2.01
Cl 7.87 -2.82 1.39
Cl 8.14 -5.43 2.66
H 6.34 -3.92 2.81
H 6.44 -4.69 1.20
C -6.30 5.92 -0.24
Cl -4.78 5.10 -0.61
Cl -6.46 7.42 -1.15
H -7.13 5.26 -0.49
H -6.33 6.15 0.83
C -8.97 9.90 -0.67
Cl -8.75 10.70 -2.23
Cl -10.65 9.41 -0.43
H -8.33 9.01 -0.63
H -8.68 10.59 0.12
C -0.46 -7.39 -0.07
Cl 1.22 -6.85 0.02
Cl -0.65 -8.68 -1.28
H -0.77 -7.77 0.90
H -1.09 -6.55 -0.36
C 9.55 3.19 -0.34
Cl 10.37 1.75 0.28
Cl 8.39 2.76 -1.60
H 9.02 3.67 0.49
H 10.29 3.87 -0.75